Computed, not measured: a molecular structure, C29H27N9S3Zr in a non-equilibrium geometry, with ωB97M-V/def2-TZVPD.

Computed properties:
* Kohn-Sham gap: 6.66 eV
* HOMO energy: -7.48 eV
* total charge: 0
* LUMO level: -0.8 eV

```
69
Properties=species:S:1:pos:R:3:forces:R:3:mulliken_charge:R:1
Zr 0.042378 -0.009161 -0.064558 -0.34 -0.63 0.36 0.27
C -3.129107 -0.751825 0.519560 -0.40 -0.31 -0.26 -1.50
N -2.106437 0.126739 1.120754 -0.45 0.20 0.34 0.99
C -2.646357 1.494694 1.130727 -0.15 0.26 0.06 -1.33
C -1.904933 -0.337711 2.519057 0.07 -0.17 0.40 -1.27
C -1.233571 -1.685857 2.499695 0.04 0.12 0.20 1.09
C -1.965619 -2.860124 2.606906 0.02 0.03 0.00 -0.63
C -1.353237 -4.094371 2.485857 -0.11 0.02 0.01 -0.62
C 0.013233 -4.164499 2.281960 0.14 0.06 0.01 -0.81
C 0.767347 -3.007266 2.205333 0.07 0.04 -0.02 -0.61
C 0.153796 -1.758755 2.306378 -0.36 -0.04 0.31 0.56
H -4.018157 -0.798113 1.162333 0.10 0.06 0.08 0.39
H -2.729474 -1.762089 0.398760 -0.10 0.21 -0.06 0.38
H -3.430159 -0.375241 -0.459291 0.08 -0.06 0.29 0.55
H -3.627142 1.529266 1.626265 0.10 -0.09 -0.07 0.37
H -2.766507 1.843755 0.099913 0.03 -0.02 0.16 0.25
H -1.974651 2.169467 1.665804 -0.10 -0.12 -0.10 0.45
H -2.875299 -0.399945 3.037870 0.13 0.05 -0.17 0.57
H -1.265063 0.384524 3.047189 -0.29 -0.17 -0.18 0.38
H -3.031134 -2.802147 2.772621 -0.15 0.00 0.00 0.44
H -1.942670 -4.996372 2.537634 -0.05 -0.09 0.04 0.41
H 0.497731 -5.123872 2.183282 0.07 -0.07 -0.02 0.44
H 1.832364 -3.070604 2.045543 0.09 0.00 0.00 0.35
S 1.083175 -0.247600 2.262582 -0.05 0.34 0.09 -0.68
C 3.096500 -0.899151 0.484912 0.35 0.10 -0.27 0.62
N 3.764240 -1.686854 1.137359 0.17 -0.79 -0.03 -0.46
N 3.995976 -1.738796 2.472824 -0.56 1.08 0.28 0.05
C 4.532927 -2.882579 3.033743 0.34 -0.55 -0.03 0.45
C 4.456065 -3.082211 4.412952 -0.07 0.15 -0.16 -0.45
C 5.050564 -4.192253 4.982935 0.04 -0.03 -0.02 -0.60
C 5.721434 -5.114387 4.194810 0.08 -0.14 0.08 -0.47
C 5.799341 -4.916208 2.824781 -0.01 -0.04 0.14 -0.60
C 5.210024 -3.811097 2.243387 -0.14 0.17 -0.11 -0.16
N 2.892314 -0.058910 -0.387947 0.98 0.30 -0.14 -1.10
N 1.750682 0.240871 -1.108431 -0.09 -0.15 0.01 1.01
C 2.023254 0.577022 -2.422311 0.58 0.47 -0.94 0.61
C 3.252506 0.247667 -3.017178 -0.25 -0.05 0.37 -0.60
C 3.497702 0.564708 -4.336163 -0.05 0.05 -0.19 -0.65
C 2.538167 1.202159 -5.107664 0.01 0.00 -0.07 -0.53
C 1.321748 1.532739 -4.535885 0.06 0.10 -0.02 -1.16
C 1.074581 1.256260 -3.205108 0.13 -0.07 0.28 0.26
H 3.410411 -1.147376 3.058891 0.07 -0.17 -0.23 0.33
H 3.933664 -2.363976 5.029758 -0.06 0.07 0.07 0.35
H 4.995114 -4.337548 6.053141 -0.04 0.00 0.03 0.36
H 6.179268 -5.981974 4.647529 0.04 -0.03 0.02 0.37
H 6.334568 -5.623553 2.206815 -0.01 -0.04 -0.05 0.37
H 5.262093 -3.638785 1.179518 0.04 -0.05 -0.08 0.42
H 3.998937 -0.269869 -2.430300 -0.04 0.03 -0.04 0.44
H 4.444216 0.288826 -4.776350 0.10 -0.01 -0.03 0.39
H 2.730519 1.433569 -6.142867 0.03 -0.01 -0.13 0.40
H 0.549740 2.007354 -5.125137 -0.02 0.06 -0.05 0.42
H 0.099158 1.493014 -2.793049 0.28 -0.05 -0.19 0.14
S -0.165098 -2.384423 -0.852165 -0.16 -0.28 -0.15 -0.47
C -1.077699 -1.733712 -2.189659 -0.08 -0.21 -0.04 1.33
S -1.559550 -0.066406 -2.064965 -0.08 0.21 -0.13 -0.75
C -1.457177 -2.500538 -3.264407 0.34 0.65 0.81 0.63
C -1.063302 -3.843839 -3.389053 0.24 -0.61 0.06 -0.20
N -0.732605 -4.939202 -3.489843 0.05 -0.27 -0.02 -0.51
C -2.249836 -1.949604 -4.285243 -0.41 0.34 -0.51 -0.01
N -2.907616 -1.480673 -5.102596 -0.13 0.08 -0.19 -0.54
N 0.351722 3.368379 -0.874553 -0.06 0.04 -0.28 -0.36
C 0.627130 4.548678 -0.300179 -0.07 -0.16 0.28 -0.13
C 0.661543 4.339806 1.061638 -0.01 -0.11 -0.16 -1.25
C 0.400193 2.977285 1.217587 0.05 0.27 -0.04 -0.38
N 0.205172 2.392337 0.035020 -0.21 -0.04 0.27 0.61
H 0.316164 3.160400 -1.868813 0.08 -0.07 0.33 0.06
H 0.765352 5.442486 -0.874214 0.05 0.10 -0.19 0.47
H 0.847911 5.056977 1.834269 0.06 0.14 0.08 0.42
H 0.364534 2.406024 2.131120 -0.05 -0.06 -0.06 0.44
```
Forces are in eV/Å.

***

Computed, not measured: a molecular structure, C29H28BCl2GdN10O4S in a non-equilibrium geometry, with ωB97M-V/def2-TZVPD.

Computed properties:
* Kohn-Sham gap (alpha / beta): 8.50 / 5.98 eV
* 2S+1: 7
* HOMO energy (alpha / beta): -11.34 / -11.34 eV
* total charge: +1
* LUMO level (alpha / beta): -2.8 / -5.4 eV

```
76
Properties=species:S:1:pos:R:3:forces:R:3:mulliken_charge:R:1
Gd 0.207025 -0.078695 0.107018 -0.32 1.01 0.31 0.02
C 0.630649 4.264978 -1.641298 -0.02 -0.02 -0.03 -1.61
C 1.008691 2.936578 -1.485479 0.05 0.05 0.07 -0.79
N 0.312234 2.353879 -0.509621 -0.19 -0.10 0.09 1.07
N -0.521980 3.307878 -0.013903 -0.04 0.28 -0.04 0.20
C -0.349308 4.459308 -0.687941 0.07 -0.05 0.01 -0.15
B -1.366552 2.973091 1.244944 0.20 -0.02 -0.08 0.93
N -0.382864 2.406514 2.316974 -0.11 0.06 0.10 0.56
C 0.109686 3.103180 3.357099 0.10 -0.02 0.07 -0.01
C 1.020424 2.310859 4.022345 0.02 0.02 -0.01 -1.56
C 1.036042 1.123356 3.294773 -0.12 -0.01 0.12 -0.27
N 0.187324 1.180416 2.268801 0.19 0.14 -0.03 0.17
N -2.419884 1.897159 0.876513 -0.12 0.00 0.02 0.11
C -3.757145 2.031776 0.858125 -0.07 -0.06 -0.06 0.02
C -4.318030 0.809572 0.548137 0.03 -0.02 -0.03 -1.70
C -3.225770 -0.037857 0.378607 -0.11 0.04 -0.03 -0.39
N -2.082892 0.624618 0.562084 -0.36 0.04 -0.06 0.49
N -2.096811 4.141055 1.886984 -0.13 -0.16 0.19 0.42
C -2.843256 4.020581 3.022268 0.01 0.01 -0.02 -0.45
C -3.312473 5.262346 3.352341 -0.04 0.07 0.04 -1.04
C -2.794732 6.105900 2.349414 0.02 -0.12 0.03 -0.38
N -2.068674 5.427301 1.482497 0.12 0.19 -0.27 -1.17
H 1.014843 4.983346 -2.343729 0.00 0.01 0.02 0.50
H 1.774975 2.393421 -2.017483 -0.06 -0.04 0.00 0.57
H -0.913046 5.332472 -0.418439 -0.05 0.03 0.04 0.66
H -0.207449 4.111819 3.562343 -0.05 -0.03 -0.04 0.45
H 1.590490 2.562616 4.899278 -0.01 -0.02 0.00 0.46
H 1.622736 0.238690 3.479402 0.03 -0.01 -0.09 0.41
H -4.230886 2.976336 1.063818 0.06 0.01 0.03 0.55
H -5.363008 0.569792 0.459205 0.01 0.01 0.01 0.47
H -3.209645 -1.086651 0.139354 0.05 -0.06 -0.13 0.56
H -2.981318 3.066231 3.505674 0.03 0.01 -0.01 0.53
H -3.933384 5.533197 4.188757 0.01 -0.04 -0.01 0.47
H -2.920891 7.169850 2.232493 0.01 0.00 -0.03 0.47
O 3.519845 -0.293519 -1.705634 -0.11 -0.19 -0.06 -0.74
C 2.348868 -0.641984 -1.759430 0.58 0.11 -0.76 -0.30
O 1.709934 -1.317933 -0.876862 0.67 -0.20 -0.17 -0.33
C 1.480848 -0.155618 -2.903925 -0.27 0.03 0.11 0.78
C 1.959857 -0.038546 -4.217195 0.08 0.01 -0.15 -1.09
C 1.120512 0.464218 -5.171536 0.04 0.01 0.07 -1.26
C -0.168385 0.910945 -4.804811 0.00 -0.05 0.15 1.04
C -1.074805 1.485702 -5.726116 -0.09 0.07 0.03 -0.86
C -2.277467 1.973755 -5.296588 0.12 0.00 -0.19 -0.88
C -2.620905 1.924941 -3.931309 0.01 -0.09 0.19 -0.74
C -1.776931 1.351834 -3.018287 -0.09 0.01 0.00 -0.12
C -0.541919 0.809745 -3.442941 -0.19 0.16 -0.13 -0.45
N 0.274785 0.228367 -2.525046 0.41 -0.26 0.16 1.71
H 2.972951 -0.344201 -4.438436 0.00 0.01 0.01 0.65
H 1.439887 0.562008 -6.202277 0.01 -0.04 0.00 0.48
H -0.788111 1.551981 -6.768353 -0.02 -0.01 0.00 0.47
H -2.964335 2.420523 -6.002983 0.01 0.00 0.00 0.43
H -3.562186 2.349038 -3.606395 0.01 -0.01 0.03 0.53
H -2.016069 1.329159 -1.960848 -0.05 -0.03 -0.04 0.46
O -1.008339 -1.991062 -0.763757 -0.42 0.09 -0.35 -0.51
N -0.756829 -2.594341 -1.894563 0.38 -0.29 0.13 0.45
C 0.327236 -3.390597 -1.935128 0.12 -0.05 0.12 -0.11
C 0.744453 -3.996667 -3.097801 -0.12 -0.03 -0.21 -0.82
C 0.023546 -3.804026 -4.270782 0.05 -0.05 -0.04 -0.37
C -1.132681 -3.060337 -4.215127 0.14 -0.04 0.03 -0.67
C -1.558980 -2.465956 -3.018333 -0.40 0.32 0.25 0.24
S -3.062221 -1.678875 -2.928122 0.23 0.06 0.12 0.01
H 0.860662 -3.474698 -1.002529 -0.08 0.00 -0.02 0.53
H 1.630731 -4.613826 -3.080393 0.03 0.03 0.05 0.48
H 0.352574 -4.242338 -5.202632 -0.03 -0.04 0.02 0.44
H -1.764821 -2.924106 -5.079970 0.01 0.04 0.00 0.48
Cl -1.198056 -1.706012 2.295762 -0.26 -0.26 0.37 0.02
C 0.256128 -2.508373 2.905425 -0.10 0.10 -0.08 -0.46
Cl 1.602363 -1.983176 1.875437 0.29 -0.48 0.39 0.00
H 0.141505 -3.581673 2.820050 0.02 -0.01 -0.02 0.40
H 0.433574 -2.199854 3.928697 0.02 0.04 -0.01 0.40
C 3.204457 2.041108 1.007332 -0.10 0.14 0.16 -0.72
O 2.604511 0.779035 0.690058 -0.04 -0.13 -0.18 -0.08
H 3.883670 2.349803 0.212541 -0.03 -0.01 -0.02 0.38
H 3.749493 1.973632 1.949715 0.02 -0.03 -0.03 0.23
H 2.416933 2.785148 1.109564 -0.03 -0.05 0.00 0.14
H 3.253835 0.277089 0.170704 -0.03 -0.09 -0.11 0.21
```
Forces are in eV/Å.